No. 1
Computed, not measured: a cluster of 2 separate species, CH6NO2 in total in a non-equilibrium geometry, with ωB97M-V with the def2-TZVPD basis set.

## Properties
* charge: 0
* energy relative to the best compared isomer or geometry (same formula, charge and spin): 167.5 kJ/mol
* maximum force: 3.9 eV/A
* frontier orbital gap (spin up / spin down): 10.97 / 6.56 eV
* HOMO (spin up / spin down): -10.03 / -9.71 eV
* <S²>: 0.76
* spin multiplicity: 2

Last column: Löwdin charge in e.
Element x y z (Å)
N: -1.00335 -1.18760 -0.52869  0.0972
C: -1.03017 -0.18497 0.71236  -0.2909
O: 0.27866 0.19803 0.99328  -0.0171
H: -0.51713 -2.08243 -0.33488  0.0923
H: -0.69899 -0.61416 -1.29056  0.0519
H: -1.48076 -0.67403 1.60198  0.1092
H: -1.77567 0.69642 0.39919  0.1518
H: 0.98277 0.82251 0.05374  0.0391
H: 2.49643 1.17555 -0.85993  0.0321
O: 1.49607 1.06437 -1.01114  -0.2656

No. 2
Computed, not measured: the molecule C5H5NO, with ωB97M-V with the def2-TZVPD basis set.

## Properties
* charge: 0
* energy relative to the best compared isomer or geometry (same formula, charge and spin): 499.3 kJ/mol
* maximum force: 0.9 eV/A
* frontier orbital gap (spin up / spin down): 6.85 / 7.14 eV
* HOMO (spin up / spin down): -8.30 / -8.37 eV

Last column: Löwdin charge in e.
Element x y z (Å)
O: -1.98208 -0.64842 1.92736  0.0653
C: -1.21042 -0.78538 1.01074  -0.2278
C: -0.42255 0.34871 0.39449  -0.3032
C: 1.07474 0.13157 0.25760  0.0382
C: -0.51650 0.41214 -1.11530  -0.0422
C: 0.77790 0.06666 -1.45185  -0.3921
N: 1.87933 -0.30954 -1.80537  0.2320
H: -1.04548 -1.76991 0.51730  0.1375
H: -0.63133 1.27883 0.93514  0.1532
H: 1.52164 -0.80278 0.59695  0.1158
H: 1.69616 1.00356 0.43551  0.1241
H: -1.14140 1.07455 -1.70257  0.0992

No. 3
Computed, not measured: a structure of composition C24H53N6NiO6 in a non-equilibrium geometry, with ωB97M-V with the def2-TZVPD basis set.

## Properties
* charge: +1
* energy relative to the best compared isomer or geometry (same formula, charge and spin): 10.5 kJ/mol
* maximum force: 2.4 eV/A
* frontier orbital gap (spin up / spin down): 5.83 / 5.73 eV
* HOMO (spin up / spin down): -7.77 / -7.67 eV
* <S²>: 2.00
* spin multiplicity: 3

Last column: Löwdin charge in e.
Element x y z (Å)
Ni: -0.18347 0.20318 -0.08100  0.6462
C: 0.89111 -4.50131 0.83912  -0.0267
C: 0.95217 -3.21888 1.72016  -0.5003
C: 1.66699 -3.46829 3.02234  -0.1575
C: 3.18963 -3.61129 2.84310  -0.1654
C: 3.67461 -2.27161 2.28268  -0.1490
C: 3.11861 -1.94993 0.88550  -0.4654
N: 1.61974 -2.08030 1.03257  -0.1368
O: 0.89783 -1.56927 -0.07297  -0.2518
C: 3.67710 -2.93266 -0.15605  -0.0290
C: 3.52543 -0.47703 0.57981  -0.0241
C: -0.52145 -2.88259 2.08078  -0.0459
H: 1.85696 -5.00258 0.78947  0.0597
H: 0.73217 -4.14229 -0.17984  0.0754
H: 0.04581 -5.15252 1.05993  0.0775
H: 1.35316 -4.45492 3.36986  0.1227
H: 1.50373 -2.71755 3.79649  0.1040
H: 3.33256 -4.44343 2.15226  0.0890
H: 3.65595 -3.93739 3.77297  0.1116
H: 4.75545 -2.12973 2.34242  0.1162
H: 3.31986 -1.56730 3.03852  0.0877
H: 4.76861 -2.86674 -0.16011  0.0829
H: 3.31064 -2.82642 -1.17572  0.0832
H: 3.60035 -3.97006 0.17064  0.0554
H: 4.48812 -0.22653 1.02711  0.0774
H: 2.80803 0.12327 1.14120  0.0609
H: 3.52020 -0.26956 -0.48875  0.0710
H: -0.98910 -3.64705 2.70242  0.0844
H: -1.14787 -2.86985 1.18673  0.0600
H: -0.64901 -1.89174 2.51920  0.0659
C: -1.30973 3.27951 -0.37226  -0.2502
O: -1.19419 2.04075 -0.32466  -0.0575
N: -1.82016 3.89961 -1.44219  -0.1505
C: -1.92866 5.35962 -1.52633  -0.0426
C: -2.15942 3.17351 -2.68368  -0.0158
H: -1.16466 3.92963 0.50241  0.1504
H: -1.18327 5.70640 -2.24379  0.0883
H: -1.69930 5.95518 -0.64242  0.0915
H: -2.93259 5.67664 -1.80753  0.0963
H: -1.67451 2.20855 -2.81472  0.0661
H: -3.23009 2.96783 -2.71182  0.0923
H: -1.86525 3.86287 -3.47451  0.0897
C: -3.10007 -0.50397 1.07942  -0.2423
O: -1.97797 -0.42698 0.59616  -0.0417
N: -4.20114 0.08642 0.52455  -0.1587
C: -4.04368 1.03499 -0.60553  -0.0299
C: -5.56297 -0.31989 0.85043  -0.0406
H: -3.33080 -1.08611 1.98334  0.1538
H: -3.25768 0.79551 -1.31982  0.0695
H: -4.07990 2.06430 -0.25258  0.0961
H: -4.89363 0.89169 -1.27744  0.0900
H: -6.10933 0.60525 1.02943  0.0950
H: -5.89207 -0.87537 -0.02898  0.0915
H: -5.67930 -1.01819 1.67810  0.0935
C: 1.98203 2.26498 -1.43192  -0.3163
O: 1.40587 1.25723 -1.07643  -0.0077
N: 1.93604 2.81936 -2.61268  -0.1634
C: 2.59835 4.10188 -2.89326  -0.0256
C: 1.30001 2.19859 -3.74693  -0.0177
H: 2.63954 2.83339 -0.75324  0.1538
H: 1.95463 4.75798 -3.48005  0.0891
H: 3.47016 3.92904 -3.52529  0.0961
H: 2.86542 4.59337 -1.95943  0.0889
H: 1.18635 1.12593 -3.60252  0.0899
H: 0.32263 2.67083 -3.84338  0.0748
H: 1.79476 2.44449 -4.68634  0.0999
C: 0.66096 1.85461 2.59931  -0.2623
O: 0.42085 1.09810 1.66740  -0.0161
N: 1.07938 1.49376 3.81469  -0.1562
C: 1.20258 2.50861 4.84852  -0.0451
C: 1.39341 0.15498 4.15120  -0.0502
H: 0.57937 2.94528 2.47396  0.1446
H: 0.56603 3.35667 4.59715  0.0869
H: 2.18690 2.82609 5.19391  0.0958
H: 0.75844 2.19229 5.79510  0.0920
H: 2.41815 -0.07480 4.44674  0.0990
H: 0.79698 -0.12773 5.02228  0.1015
H: 1.13856 -0.60304 3.41035  0.0642
C: -1.13029 -0.58570 -3.16002  -0.2795
O: -0.82363 -0.15261 -2.06090  -0.0252
N: -2.01339 -1.58782 -3.35903  -0.1470
C: -2.23920 -2.05858 -4.74283  -0.0413
C: -2.67511 -2.36343 -2.27825  0.0054
H: -0.74530 -0.18082 -4.10786  0.1372
H: -1.65291 -1.50479 -5.47448  0.0841
H: -3.29242 -1.88960 -4.97345  0.0886
H: -2.08084 -3.12262 -4.91907  0.0917
H: -3.76518 -2.36996 -2.31201  0.0889
H: -2.34510 -3.38387 -2.47279  0.0975
H: -2.37755 -1.97745 -1.30489  0.0699

No. 4
Computed, not measured: the ion C3H9N4 with charge +1 in a non-equilibrium geometry, with ωB97M-V with the def2-TZVPD basis set.

## Properties
* charge: +1
* energy relative to the best compared isomer or geometry (same formula, charge and spin): 369.2 kJ/mol
* maximum force: 4.1 eV/A
* frontier orbital gap: 8.58 eV
* HOMO: -13.96 eV
* SMILES: [H]/N=N/C(=[NH2+])[C@H](C)N

Last column: Löwdin charge in e.
Element x y z (Å)
H: 1.71561 -2.24330 1.46989  0.0781
N: 1.80014 -1.73838 0.65224  0.2382
N: 1.58342 -0.55216 0.73345  0.0589
C: 1.04464 0.44203 0.12886  -0.1796
N: 1.40247 1.76176 0.08817  0.2030
C: -0.40724 -0.02355 -0.61663  -0.3307
C: -1.62985 0.51730 0.20264  -0.0365
N: -0.65117 -1.34686 -0.82578  0.0812
H: 0.68728 2.45380 -0.07148  0.1269
H: 2.14682 2.04431 0.65545  0.1061
H: -0.24727 0.56679 -1.52788  0.1552
H: -2.40546 -0.07639 -0.26121  0.0730
H: -1.91752 1.59190 -0.04793  0.1065
H: -1.82372 0.32037 1.24854  0.0825
H: -0.99686 -1.96438 -0.13067  0.1051
H: -0.30128 -1.75324 -1.69766  0.1321

No. 5
Computed, not measured: a cluster of 2 separate species, C5H12O in total, with ωB97M-V with the def2-TZVPD basis set.

## Properties
* charge: 0
* energy relative to the best compared isomer or geometry (same formula, charge and spin): 435.2 kJ/mol
* maximum force: 0.4 eV/A
* frontier orbital gap: 8.74 eV
* HOMO: -8.40 eV

Last column: Löwdin charge in e.
Element x y z (Å)
C: -0.33709 1.49233 2.29634  -0.1234
O: -0.77650 0.55722 1.34690  -0.1936
C: -0.24045 0.79993 0.07685  -0.3538
C: -0.87697 0.01037 -0.98377  -0.0102
C: 0.50024 -2.23351 0.00231  -0.0326
C: -0.09643 0.04828 -2.25203  -0.1744
H: 0.76084 1.50140 2.39214  0.0882
H: -0.77257 1.21081 3.25751  0.0893
H: -0.66874 2.51108 2.03918  0.0881
H: -0.50786 1.82494 -0.28343  0.1546
H: 0.86936 0.77403 0.10965  0.1324
H: -0.46133 -1.78969 -0.29417  -0.0064
H: 0.58939 -2.13451 1.08656  0.0356
H: 0.49975 -3.28465 -0.29490  0.0315
H: 1.33088 -1.71468 -0.48768  0.0307
H: -0.65569 0.73206 -2.90979  0.0901
H: 0.95910 0.37127 -2.21186  0.0742
H: -0.15986 -0.92265 -2.75803  0.0798

No. 6
Computed, not measured: a cluster of 2 separate species, C5H11NO in total in a non-equilibrium geometry, with ωB97M-V with the def2-TZVPD basis set.

## Properties
* charge: 0
* energy relative to the best compared isomer or geometry (same formula, charge and spin): 342.3 kJ/mol
* maximum force: 4.6 eV/A
* frontier orbital gap: 8.32 eV
* HOMO: -7.62 eV
* SMILES: C/C=C/C=C/N.O

Last column: Löwdin charge in e.
Element x y z (Å)
C: 1.88061 -1.99701 0.77550  -0.1406
C: 0.97775 -0.85679 0.80329  -0.1915
C: -0.40665 -0.63967 0.94404  -0.1271
C: -1.06322 0.42490 0.21887  -0.1587
C: -2.41361 0.75557 0.25894  -0.1520
N: -2.93711 1.94346 -0.39133  0.0295
H: 2.90131 -1.72048 1.23692  0.0993
H: 2.19869 -2.58046 -0.14872  0.0953
H: 1.37133 -2.72868 1.39050  0.0592
H: 1.47255 0.09524 0.53636  0.0809
H: -0.96282 -1.40572 1.50691  0.1028
H: -0.40512 1.27531 0.09673  0.0935
H: -3.13762 -0.04457 0.61648  0.1231
H: -3.53897 1.76702 -1.11855  0.0323
H: -2.19231 2.42750 -0.84686  0.0616
O: 2.32841 1.44410 -1.77513  -0.0831
H: 2.56805 0.73595 -2.34563  0.0033
H: 1.35872 1.10433 -1.75830  0.0724